124
Properties=species:S:1:pos:R:3:lowdin_charge:R:1 method="wB97M-V/def2-TZVPD" charge=0 smiles="CC[C@@H](Br)[PH](C)(CCc1ccccc1)B(C)O.O=C1C=CC(=O)C=C1.O=C1C=CC(=O)C=C1.O=C1C=CC(=O)C=C1.O=C1C=CC(=O)C=C1.O=C1C=CC(=O)C=C1.O=C1C=CC(=O)C=C1.O=C1C=CC(=O)C=C1" orbital_gap_ev=6.11 e_homo_ev=-7.8652 lumo_energy_ev=-1.75 e_tot_ev=-168572.4094
C 1.456 3.747 -0.621 -0.120
C 2.319 2.944 -1.681 -0.339
C 1.585 1.736 -2.384 -0.804
Br 2.959 0.821 -3.494 0.667
P 0.585 0.575 -1.213 0.787
C 0.241 -0.595 -2.652 -0.238
C -0.510 -0.421 0.036 -0.317
C -1.591 0.504 0.760 -0.218
C -2.888 0.728 -0.069 -0.197
C -4.161 0.852 0.678 -0.041
C -5.421 1.052 -0.056 -0.095
C -5.487 1.122 -1.515 -0.081
C -4.220 1.023 -2.269 -0.067
C -2.979 0.841 -1.519 -0.053
B 2.085 0.232 -0.047 -0.573
C 3.291 -0.775 -0.326 -0.043
O 2.112 0.910 1.205 0.036
H 1.755 3.437 0.416 0.066
H 1.765 4.829 -0.711 0.076
H 0.353 3.719 -0.792 0.061
H 3.316 2.674 -1.229 0.101
H 2.570 3.679 -2.503 0.098
H 0.835 2.187 -3.102 0.037
H -0.315 1.691 -1.005 0.043
H -0.745 -1.138 -2.563 0.048
H 0.126 0.043 -3.576 0.021
H 1.035 -1.375 -2.798 0.049
H -1.081 -1.278 -0.403 0.081
H 0.154 -0.828 0.853 0.074
H -1.878 -0.054 1.700 0.110
H -1.109 1.463 1.113 0.106
H -4.168 0.789 1.790 0.105
H -6.373 1.151 0.518 0.099
H -6.419 1.248 -2.104 0.094
H -4.234 1.092 -3.387 0.098
H -2.037 0.785 -2.109 0.065
H 3.184 -1.346 -1.291 0.046
H 3.503 -1.500 0.500 0.059
H 4.219 -0.137 -0.468 0.085
H 1.248 1.330 1.373 0.081
O 5.597 -0.814 6.656 0.087
C 4.866 -1.211 5.768 -0.368
C 4.385 -0.298 4.702 0.039
C 3.581 -0.735 3.733 0.037
C 3.141 -2.142 3.679 -0.386
O 2.409 -2.539 2.792 0.100
C 3.617 -3.053 4.739 0.005
C 4.419 -2.625 5.712 0.031
H 4.720 0.731 4.758 0.093
H 3.215 -0.088 2.944 0.101
H 3.278 -4.079 4.678 0.108
H 4.777 -3.278 6.498 0.125
O -2.238 6.350 -6.747 0.108
C -1.746 5.282 -6.443 -0.382
C -1.718 4.822 -5.035 0.026
C -1.176 3.653 -4.702 0.020
C -0.578 2.762 -5.725 -0.374
O -0.084 1.694 -5.419 0.081
C -0.606 3.222 -7.130 0.031
C -1.148 4.392 -7.464 0.012
H -2.160 5.485 -4.301 0.123
H -1.146 3.301 -3.677 0.109
H -0.164 2.560 -7.864 0.127
H -1.178 4.743 -8.485 0.102
O 8.895 4.533 8.429 0.107
C 8.165 4.137 7.544 -0.388
C 7.684 5.047 6.479 0.021
C 6.882 4.613 5.509 0.020
C 6.438 3.201 5.453 -0.372
O 5.707 2.806 4.565 0.091
C 6.919 2.290 6.517 0.031
C 7.721 2.725 7.487 0.029
H 8.019 6.076 6.535 0.122
H 6.520 5.264 4.723 0.121
H 6.584 1.261 6.461 0.093
H 8.083 2.074 8.272 0.125
O 1.597 -5.202 6.019 0.088
C 0.487 -4.741 5.823 -0.371
C -0.682 -5.617 5.580 0.028
C -1.894 -5.106 5.362 0.015
C -2.122 -3.645 5.356 -0.381
O -3.227 -3.179 5.157 0.100
C -0.956 -2.770 5.598 0.023
C 0.254 -3.277 5.815 0.021
H -0.498 -6.684 5.588 0.118
H -2.757 -5.723 5.181 0.092
H -1.142 -1.703 5.588 0.122
H 1.117 -2.647 5.993 0.113
O 0.674 5.244 -9.617 0.084
C 1.309 6.280 -9.573 -0.371
C 1.352 7.205 -10.728 0.025
C 2.049 8.339 -10.678 0.024
C 2.810 8.722 -9.467 -0.386
O 3.444 9.756 -9.422 0.112
C 2.767 7.795 -8.312 0.025
C 2.070 6.662 -8.362 0.025
H 0.789 6.910 -11.604 0.123
H 2.093 9.027 -11.513 0.123
H 3.329 8.090 -7.435 0.124
H 2.026 5.973 -7.528 0.122
O -4.475 -9.959 -0.037 0.117
C -4.050 -9.391 0.947 -0.376
C -4.221 -7.930 1.127 0.034
C -3.752 -7.310 2.207 0.034
C -3.041 -8.050 3.272 -0.354
O -2.616 -7.474 4.257 0.068
C -2.867 -9.508 3.094 0.025
C -3.336 -10.132 2.015 0.026
H -4.743 -7.402 0.340 0.092
H -3.867 -6.244 2.356 0.122
H -2.343 -10.033 3.883 0.122
H -3.220 -11.198 1.867 0.123
O -8.225 -1.758 0.217 0.107
C -7.477 -2.670 -0.068 -0.382
C -7.969 -3.876 -0.774 0.024
C -7.149 -4.878 -1.084 0.024
C -5.710 -4.828 -0.739 -0.377
O -4.959 -5.742 -1.025 0.080
C -5.218 -3.623 -0.033 0.027
C -6.038 -2.621 0.278 0.029
H -9.024 -3.896 -1.019 0.123
H -7.490 -5.767 -1.600 0.124
H -4.163 -3.604 0.212 0.122
H -5.695 -1.732 0.792 0.107


133
Properties=species:S:1:pos:R:3:lowdin_charge:R:1 method="wB97M-V/def2-TZVPD" charge=-2 orbital_gap_ev=4.35 e_homo_ev=-1.2812 lumo_energy_ev=3.06 e_above_lowest_kcal_mol=35.9 e_tot_ev=-174814.8242
Cs 0.710 1.966 -0.838 1.408
C -1.347 -1.975 4.238 -0.092
N -0.964 -0.818 3.481 -0.148
C -0.571 -0.736 2.198 -0.160
N -0.264 0.507 1.909 0.078
C -0.492 1.168 3.075 -0.205
N -0.926 0.410 4.058 0.107
C -2.758 -2.462 3.996 -0.174
C -3.110 -3.697 4.528 -0.044
C -4.388 -4.206 4.360 -0.080
C -5.327 -3.484 3.647 -0.042
C -4.980 -2.248 3.102 -0.145
C -3.699 -1.732 3.279 0.044
C -6.008 -1.572 2.309 -0.295
N -7.167 -2.056 2.009 0.108
N -7.790 -1.119 1.210 0.110
C -6.965 -0.136 1.083 -0.303
O -5.812 -0.344 1.767 0.147
C -7.178 1.053 0.253 -0.139
C -8.353 1.090 -0.498 -0.033
C -8.587 2.149 -1.355 -0.075
C -7.651 3.165 -1.470 -0.046
C -6.485 3.145 -0.715 -0.182
C -5.512 4.295 -0.866 -0.094
N -4.175 3.998 -0.433 -0.153
C -3.170 3.378 -1.080 -0.134
N -2.167 3.182 -0.262 0.066
C -2.604 3.713 0.910 -0.189
N -3.822 4.210 0.859 0.106
C -6.248 2.084 0.155 0.039
H -1.231 -1.706 5.288 0.133
H -0.642 -2.782 4.023 0.121
H -0.521 -1.580 1.528 0.103
H -0.298 2.225 3.184 0.087
H -2.367 -4.268 5.074 0.116
H -4.649 -5.170 4.778 0.099
H -6.327 -3.864 3.490 0.104
H -3.424 -0.780 2.841 0.127
H -9.057 0.275 -0.410 0.107
H -9.490 2.173 -1.951 0.100
H -7.822 3.982 -2.162 0.111
H -5.848 5.142 -0.267 0.131
H -5.481 4.614 -1.909 0.130
H -3.206 3.081 -2.120 0.141
H -1.984 3.765 1.790 0.092
H -5.336 2.056 0.738 0.125
N -3.258 -3.766 0.597 0.123
C -2.030 -4.404 0.746 -0.311
C -2.040 -5.736 1.189 -0.035
C -0.836 -6.385 1.346 -0.093
C 0.346 -5.711 1.059 -0.081
C 0.246 -4.400 0.631 -0.129
N -0.910 -3.751 0.481 0.132
C -3.544 -2.563 -0.070 -0.314
C -4.751 -2.485 -0.771 -0.028
C -5.071 -1.292 -1.386 -0.077
C -4.199 -0.221 -1.272 -0.060
C -3.036 -0.389 -0.535 -0.099
N -2.712 -1.540 0.057 0.156
H -4.038 -4.401 0.625 0.123
H -2.978 -6.234 1.405 0.102
H -0.815 -7.411 1.692 0.099
H 1.313 -6.177 1.178 0.097
H 1.135 -3.823 0.407 0.107
H -5.412 -3.342 -0.831 0.108
H -5.994 -1.200 -1.946 0.110
H -4.397 0.724 -1.759 0.100
H -2.364 0.459 -0.426 0.082
Se 6.825 3.851 -7.494 1.022
N 5.829 4.672 -6.251 -0.241
C 5.260 3.741 -5.538 -0.329
C 4.360 4.006 -4.423 -0.097
C 3.996 5.299 -4.043 -0.011
C 3.118 5.463 -2.997 -0.028
C 2.635 4.323 -2.347 -0.120
N 2.998 3.100 -2.685 0.100
C 3.827 2.929 -3.710 -0.140
C 4.141 1.529 -4.085 -0.141
N 3.590 0.563 -3.350 0.160
C 3.848 -0.689 -3.670 -0.119
C 4.658 -1.064 -4.744 -0.048
C 5.234 -0.073 -5.504 -0.014
C 4.979 1.257 -5.172 -0.097
C 5.565 2.367 -5.915 -0.329
N 6.374 2.213 -6.925 -0.242
H 4.405 6.143 -4.585 0.108
H 2.795 6.443 -2.675 0.105
H 1.930 4.404 -1.522 0.046
H 3.398 -1.443 -3.033 0.118
H 4.829 -2.111 -4.958 0.098
H 5.879 -0.297 -6.344 0.107
C -0.526 -0.887 -4.242 -0.147
S -0.642 0.860 -3.838 0.319
O -1.794 1.370 -4.574 -0.387
O 0.633 1.442 -4.232 -0.387
O -0.841 0.889 -2.382 -0.766
H 0.213 -1.013 -5.030 0.047
H -1.502 -1.232 -4.576 0.046
H -0.224 -1.428 -3.348 0.052
C 6.003 -0.014 -1.041 -0.081
C 6.548 0.566 0.266 -0.382
C 5.958 1.959 0.507 -0.067
C 6.319 -0.368 1.436 -0.156
C 7.403 -0.927 2.090 -0.100
C 7.265 -1.772 3.189 -0.164
C 5.974 -2.030 3.645 -0.102
C 4.852 -1.503 3.029 -0.158
C 3.482 -1.761 3.619 -0.379
C 2.789 -0.467 4.059 -0.065
C 2.577 -2.532 2.660 -0.087
C 4.971 -0.670 1.855 -0.356
O 3.947 -0.208 1.257 -0.086
H 6.232 0.644 -1.887 0.065
H 4.922 -0.117 -0.962 0.061
H 6.437 -0.998 -1.243 0.076
H 7.636 0.677 0.158 0.114
H 4.874 1.895 0.599 0.071
H 6.203 2.632 -0.323 0.065
H 6.354 2.393 1.429 0.074
H 8.401 -0.682 1.728 0.088
H 8.131 -2.197 3.682 0.062
H 5.833 -2.658 4.523 0.087
H 3.633 -2.385 4.511 0.115
H 2.603 0.164 3.190 0.071
H 3.416 0.089 4.759 0.077
H 1.833 -0.681 4.552 0.057
H 2.422 -1.929 1.764 0.069
H 1.605 -2.747 3.123 0.051
H 3.035 -3.482 2.372 0.073
O 0.498 4.830 0.146 -0.124
N 0.857 4.115 1.110 -0.679
O 0.240 4.171 2.195 -0.075
O 1.795 3.319 0.955 -0.319